[1]
The following is a DFT calculation (ωB97M-V/def2-TZVPD) of C5H6N2O2 as an isolated structure at a distorted geometry.

Calculated values
- E_LUMO (eV) = -1.19
- E_HOMO (eV) = -10.8

```
! RIJCOSX wB97M-V def2-TZVPD def2/J DEFGRID3
* xyz 0 1
C 0.93 1.35 -1.25
C 0.56 0.49 -0.04
C -0.70 0.76 0.68
C -0.28 -1.55 0.72
C -1.66 -2.06 1.24
H 1.04 -0.65 -1.74
H 1.70 2.13 -0.68
H -0.11 2.14 -1.67
H 1.45 0.17 0.59
H -0.68 0.40 1.80
H -1.51 1.53 0.33
N -0.48 -0.41 -0.28
N -2.65 -2.56 1.59
O 1.49 0.31 -2.36
O 0.89 -2.06 1.06
*
```

These are the Mulliken partial charges, in e, on atoms 1 to 2: -0.36, 0.15

=====

[2]
The following is a DFT calculation (ωB97M-V/def2-TZVPD) of a single C5H6N2O2 molecule at a distorted geometry.

Calculated values
- E_LUMO (eV) = -0.81
- structure (SMILES) = O/C=C1\N=NC=C1CO
- E_HOMO (eV) = -9.1

```
! RIJCOSX wB97M-V def2-TZVPD def2/J DEFGRID3
* xyz 0 1
O 2.63 -1.62 0.18
C 1.26 -1.45 -0.10
C 0.83 -0.15 -0.04
N 1.87 0.92 0.00
N 1.35 2.03 0.06
C -0.01 1.79 -0.12
C -0.42 0.50 -0.02
C -1.73 0.05 0.46
O -2.01 -1.29 -0.12
H 3.07 -0.67 0.02
H 0.37 -2.13 -0.39
H -0.79 2.59 -0.44
H -2.48 0.80 0.17
H -1.70 -0.25 1.47
H -2.24 -1.11 -1.13
*
```

These are the Mulliken partial charges, in e, on atoms 1 to 2: -0.53, -0.10

=====

[3]
The following is a DFT calculation (ωB97M-V/def2-TZVPD) of a single C5H6N2O2S2 molecule at a distorted geometry.

Calculated values
- E_LUMO (spin up / spin down) (eV) = -0.61 / -3.15
- E_HOMO (spin up / spin down) (eV) = -6.6 / -9.5

```
! RIJCOSX wB97M-V def2-TZVPD def2/J DEFGRID3
* xyz 0 3
C 0.89 0.05 -1.80
C 1.49 0.68 -0.68
C -0.23 -0.61 -1.90
C 0.82 1.14 0.38
C -1.07 -0.89 0.28
N -1.19 -0.76 -0.99
N -0.50 1.57 0.38
O -0.93 2.02 -0.71
O -1.03 1.65 1.50
S -0.71 -2.39 2.91
S 0.26 -1.56 1.17
H 1.51 0.04 -2.66
H 2.50 0.68 -0.57
H -0.52 -1.03 -2.82
H 1.49 1.32 1.20
H -2.06 -0.85 0.94
H -0.72 -1.06 3.37
*
```

These are the Mulliken partial charges, in e, on atoms 1 to 2: -0.24, -0.28

=====

[4]
The following is a DFT calculation (ωB97M-V/def2-TZVPD) of a single C5H6N2O4 molecule at a distorted geometry.

Calculated values
- E_LUMO (spin up / spin down) (eV) = -0.44 / -0.44
- structure (SMILES) = N#C/C1=[N+](\[O-])OCOCCO1
- E_HOMO (spin up / spin down) (eV) = -9.0 / -9.0

```
! RIJCOSX wB97M-V def2-TZVPD def2/J DEFGRID3
* xyz 0 1
N 2.34 2.75 0.09
C 1.90 1.71 -0.22
C 1.24 0.47 -0.46
N 1.65 -0.55 0.34
O 2.74 -0.50 0.93
O 0.99 -1.66 0.08
C -0.08 -1.53 0.95
O -0.89 -0.31 1.02
C -1.72 0.07 0.01
C -0.94 0.77 -1.12
O 0.29 0.08 -1.35
H -0.78 -2.32 0.73
H 0.28 -1.67 1.93
H -2.44 0.75 0.29
H -2.26 -0.82 -0.48
H -1.45 1.00 -2.05
H -0.87 1.77 -0.69
*
```

These are the Mulliken partial charges, in e, on atoms 1 to 2: -0.42, 0.14

=====

[5]
The following is a DFT calculation (ωB97M-V/def2-TZVPD) of a single C5H6N2O4 molecule at a distorted geometry.

Calculated values
- E_LUMO (eV) = 0.12
- structure (SMILES) = O=C1C/C=C(O)\N=C/ON1O
- E_HOMO (eV) = -8.9

```
! RIJCOSX wB97M-V def2-TZVPD def2/J DEFGRID3
* xyz 0 1
O 1.65 1.37 1.11
C 1.16 0.87 0.12
C 0.03 1.44 -0.70
C -1.34 0.95 -0.34
C -1.71 -0.24 0.14
O -3.03 -0.45 0.38
N -0.94 -1.31 0.55
C 0.17 -1.70 0.12
O 0.90 -1.19 -0.95
N 1.77 -0.23 -0.46
O 2.82 -0.78 0.28
H 0.22 1.23 -1.76
H 0.06 2.52 -0.55
H -2.13 1.67 -0.47
H -3.13 -1.32 0.80
H 0.64 -2.55 0.62
H 2.85 -0.27 1.12
*
```

These are the Mulliken partial charges, in e, on atoms 1 to 2: -0.64, 0.50

=====

[6]
The following is a DFT calculation (ωB97M-V/def2-TZVPD) of a single C5H6N2O5 molecule at a distorted geometry.

Calculated values
- E_LUMO (spin up / spin down) (eV) = -1.06 / -1.06
- structure (SMILES) = O=C=CCC/C([N+](=O)[O-])=[N+](/[O-])O
- E_HOMO (spin up / spin down) (eV) = -9.3 / -9.3

```
! RIJCOSX wB97M-V def2-TZVPD def2/J DEFGRID3
* xyz 0 1
O 2.70 2.48 -0.14
C 2.41 1.35 -0.16
C 2.25 0.04 -0.27
C 1.02 -0.62 -0.83
C 0.01 -1.09 0.14
C -1.27 -0.26 0.06
N -2.47 -0.85 -0.25
O -2.32 -2.00 -0.59
O -3.52 -0.21 -0.20
N -1.25 0.94 0.69
O -2.15 1.71 0.89
O 0.03 1.31 1.04
H 2.89 -0.61 0.38
H 0.40 0.21 -1.28
H 1.28 -1.43 -1.57
H -0.41 -2.18 -0.17
H 0.44 -1.06 1.13
H -0.04 2.26 1.12
*
```

These are the Mulliken partial charges, in e, on atoms 1 to 2: -0.42, 0.68

=====

[7]
The following is a DFT calculation (ωB97M-V/def2-TZVPD) of a 2-piece molecular cluster, C5H6N2OS overall at a distorted geometry.

Calculated values
- E_LUMO (spin up / spin down) (eV) = -0.83 / -0.83
- E_HOMO (spin up / spin down) (eV) = -8.9 / -8.9

```
! RIJCOSX wB97M-V def2-TZVPD def2/J DEFGRID3
* xyz 0 1
C 1.56 1.39 -0.07
C -0.55 1.72 0.07
C 0.98 0.16 0.06
C -1.46 -0.45 0.06
C 1.47 -1.20 -0.10
N 0.59 2.33 0.01
N -0.42 0.41 0.04
O -3.82 -1.44 0.07
S -3.10 -0.12 0.00
H 2.59 1.52 -0.19
H -1.48 2.24 -0.07
H -1.07 -1.90 0.34
H 0.83 -1.61 0.56
H 1.40 -1.62 -1.12
H 2.48 -1.44 0.33
*
```

These are the Mulliken partial charges, in e, on atoms 1 to 2: -0.57, -0.07

=====

[8]
The following is a DFT calculation (ωB97M-V/def2-TZVPD) of a single C5H6N2S molecule at a distorted geometry.

Calculated values
- E_LUMO (eV) = 0.81
- structure (SMILES) = c1n[nH]c2c1SCC2
- E_HOMO (eV) = -8.0

```
! RIJCOSX wB97M-V def2-TZVPD def2/J DEFGRID3
* xyz 0 1
C 1.29 0.43 -1.76
N 2.36 0.02 -1.04
N 1.81 -0.19 0.13
C 0.43 -0.03 0.14
C 0.12 0.22 -1.20
S -1.60 0.39 -1.29
C -1.85 0.17 0.63
C -0.61 -0.48 1.04
H 1.46 0.43 -2.80
H 2.33 -0.09 0.93
H -2.10 1.25 1.12
H -2.70 -0.45 0.83
H -0.73 -1.41 1.23
H -0.21 -0.26 2.05
*
```

These are the Mulliken partial charges, in e, on atoms 1 to 2: -0.43, -0.81

=====

[9]
The following is a DFT calculation (ωB97M-V/def2-TZVPD) of an isolated ion of composition C5H6N3 and charge +1 at a distorted geometry.

Calculated values
- E_LUMO (eV) = -4.65
- structure (SMILES) = C=NC[N+]#CC=C=N
- E_HOMO (eV) = -13.7

```
! RIJCOSX wB97M-V def2-TZVPD def2/J DEFGRID3
* xyz 1 1
C 0.55 -1.99 0.39
N 1.67 -1.75 -0.10
C 2.07 -0.57 -0.74
N 1.17 0.53 -0.64
C 0.16 0.81 -0.10
C -0.85 1.44 0.54
C -2.15 1.51 0.22
N -3.31 1.43 0.13
H 0.38 -2.98 0.80
H -0.27 -1.27 0.43
H 2.23 -0.77 -1.81
H 3.03 -0.24 -0.32
H -0.56 1.95 1.46
H -4.10 1.90 -0.26
*
```

These are the Mulliken partial charges, in e, on atoms 1 to 2: -0.05, -0.32

=====

[10]
The following is a DFT calculation (ωB97M-V/def2-TZVPD) of a single C5H6N4 molecule at a distorted geometry.

Calculated values
- E_LUMO (eV) = 0.08
- structure (SMILES) = C1=NC2=NN3C[C@H]3[C@H]2N1
- E_HOMO (eV) = -8.7

```
! RIJCOSX wB97M-V def2-TZVPD def2/J DEFGRID3
* xyz 0 1
C 2.35 -0.38 0.10
N 1.67 -1.56 -0.02
C 0.44 -1.04 -0.44
N -0.66 -1.69 -0.13
N -1.75 -0.86 -0.43
C -2.06 -0.10 0.75
C -1.31 0.51 -0.43
C 0.30 0.60 -0.55
N 1.44 0.80 0.33
H 3.28 -0.31 0.47
H -3.04 0.10 1.26
H -1.29 -0.36 1.53
H -1.49 1.38 -1.13
H 0.23 1.09 -1.48
H 1.88 1.81 0.16
*
```

These are the Mulliken partial charges, in e, on atoms 1 to 2: -0.14, -0.49

=====

[11]
The following is a DFT calculation (ωB97M-V/def2-TZVPD) of a single C5H6N4 molecule at a distorted geometry.

Calculated values
- E_LUMO (eV) = 0.62
- structure (SMILES) = [H]/N=C(/C#N)NNCC#C
- E_HOMO (eV) = -10.1

```
! RIJCOSX wB97M-V def2-TZVPD def2/J DEFGRID3
* xyz 0 1
H -1.17 -0.79 1.52
N -0.29 -1.43 1.68
C 0.69 -0.91 1.14
C 2.04 -1.45 1.14
N 3.19 -1.70 1.17
N 0.73 0.14 0.19
N -0.43 0.90 -0.05
C -0.78 0.58 -1.55
C -2.00 1.34 -1.78
C -2.88 2.09 -1.83
H 1.64 0.62 0.24
H -0.41 1.87 0.17
H -0.01 0.79 -2.33
H -1.07 -0.46 -1.61
H -3.80 2.59 -1.75
*
```

These are the Mulliken partial charges, in e, on atoms 1 to 2: 0.33, -0.64

=====

[12]
The following is a DFT calculation (ωB97M-V/def2-TZVPD) of a 2-piece molecular cluster, C5H6N5S overall at a distorted geometry.

Calculated values
- E_LUMO (eV) = 3.11
- E_HOMO (eV) = -5.4

```
! RIJCOSX wB97M-V def2-TZVPD def2/J DEFGRID3
* xyz -1 1
C -1.63 1.93 -0.56
C 2.46 0.46 -0.90
C -1.20 -1.05 1.74
C -1.68 -1.58 0.64
C -1.06 0.79 -1.18
N -2.07 2.80 0.03
N 1.35 -0.05 -0.35
N 3.55 0.16 -0.23
N 1.87 -0.72 0.71
N 3.10 -0.64 0.72
S -2.16 -0.73 -0.87
H -0.06 0.59 -0.69
H -0.98 0.09 1.75
H -0.96 -1.74 2.58
H -1.73 -2.65 0.59
H 2.32 1.30 -1.66
H -1.14 1.03 -2.32
*
```

These are the Mulliken partial charges, in e, on atoms 1 to 2: 0.30, -0.07

=====

Number 1: calculated total energy -453.87920 a.u.. Number 2: calculated total energy -453.97622 a.u.. Number 3: calculated total energy -1250.19904 a.u.. Number 4: calculated total energy -604.36457 a.u.. Number 5: calculated total energy -604.46083 a.u.. Number 6: calculated total energy -679.54398 a.u.. Number 7: calculated total energy -776.92145 a.u.. Number 8: calculated total energy -701.72423 a.u.. Number 9: calculated total energy -358.02985 a.u.. Number 10: calculated total energy -412.94806 a.u.. Number 11: calculated total energy -412.99323 a.u.. Number 12: calculated total energy -866.04886 a.u..